1.
The following is a quantum chemistry calculation of a structure of composition C42H61Cl51N2O10PS3, from the OMol25 dataset.

Each line ends with the Löwdin charge.
Geometry (Å):
C -2.505 6.840 1.273  -0.09
C -0.452 0.607 -3.518  -0.15
H 7.524 -4.868 1.861  -0.06
H -4.570 -0.548 2.424  0.03
Cl 8.896 -4.974 3.756  0.54
Cl 6.549 0.220 -2.243  0.76
Cl -10.356 1.500 0.477  0.48
Cl -0.189 -2.029 -0.131  0.68
Cl -12.490 1.884 2.409  0.54
Cl -6.286 -0.282 8.626  0.54
C -2.661 5.435 0.631  -0.31
C -2.379 5.601 -6.983  -0.40
H 0.956 -3.745 -1.249  0.03
N -2.686 0.351 2.213  -0.14
O 3.643 -0.072 -5.143  -0.28
O -5.754 1.352 -2.912  -0.24
C -0.477 -3.109 10.056  -1.51
C -2.373 4.571 -8.129  -0.12
C -1.669 -2.922 5.767  -0.16
C -3.945 -0.154 1.602  -0.19
H -0.882 -0.168 3.085  0.05
Cl 10.734 -3.546 -2.683  0.52
H 7.668 -1.582 -1.189  -0.13
H 2.977 3.078 -2.133  -0.02
C -3.776 5.699 -6.326  -0.02
O 4.497 -0.573 -2.876  -0.44
C -11.644 -1.340 -1.703  -1.55
H 1.786 2.114 -4.582  0.11
Cl 6.443 -6.431 3.224  0.50
H 3.321 7.462 -0.448  -0.10
H 1.186 5.330 5.917  0.01
H -0.711 -3.071 3.781  0.11
Cl 8.882 -2.231 -4.501  0.51
Cl 7.331 -2.845 0.079  0.64
H -2.408 4.660 2.625  0.05
Cl 6.227 -12.603 -0.208  0.52
C 1.050 0.454 -3.327  -0.12
Cl 9.603 -5.015 -4.917  0.52
S -0.609 1.446 0.846  0.66
H -1.122 4.091 1.481  0.02
C 5.782 -12.382 -1.902  -1.57
H -0.894 0.079 -1.646  0.09
Cl -11.042 -1.548 -0.056  0.49
C 0.570 5.673 5.095  -1.55
Cl 2.366 -1.889 -1.507  0.64
C 4.175 2.114 -3.810  -0.27
O -5.034 2.722 -4.884  -0.11
P -4.958 1.269 -4.133  0.51
C -7.477 -0.933 3.958  -1.49
H 0.951 2.595 -3.102  0.12
Cl 2.975 8.138 1.766  0.53
Cl 8.729 -7.502 -2.311  0.48
S 4.630 0.411 -4.217  0.57
H -3.535 1.072 -0.775  0.09
Cl 0.900 7.384 4.832  0.54
Cl 0.922 -2.789 11.084  0.54
Cl -4.230 -0.715 6.619  0.53
Cl -9.718 2.048 3.253  0.49
C -1.131 -2.292 4.431  -0.28
H -3.053 4.953 -8.904  0.15
H -4.350 4.764 -6.392  0.06
H -4.358 6.479 -6.830  0.09
O -2.103 2.767 -6.730  0.04
C 6.227 -3.493 -1.156  -1.44
H -2.490 6.816 2.370  0.07
Cl 4.496 3.686 -1.785  0.73
H -4.502 -0.129 -1.741  0.12
H 3.382 -6.610 6.138  0.02
H -10.856 3.419 1.731  0.01
Cl -0.545 -1.950 8.720  0.52
Cl -7.109 0.460 4.971  0.52
C 10.164 -3.439 -4.352  -1.53
H -1.550 7.275 0.945  0.05
H -2.667 -2.526 5.991  0.00
H -3.640 5.933 -5.260  0.09
C 3.015 2.069 -2.703  -0.31
H 4.777 -0.051 -2.057  -0.03
O -5.548 0.236 -5.207  -0.08
Cl -1.099 -0.117 6.665  0.58
H -3.704 5.276 0.321  0.08
Cl 7.084 -4.600 -2.221  0.55
H 3.168 1.302 -1.935  0.10
C 7.850 -0.469 -1.239  -1.52
H -0.860 0.804 4.528  0.00
H -4.644 3.358 -4.265  0.09
H -4.548 0.629 1.123  0.10
H -1.875 -0.753 -0.259  -0.06
H -1.381 4.460 -8.603  0.14
H -4.600 1.191 7.936  0.02
H -3.434 -2.240 1.047  0.11
H -2.861 -0.962 4.377  0.06
H -2.041 5.402 -0.278  0.10
H -0.369 -1.540 4.683  -0.07
Cl 2.335 -4.874 4.959  0.50
C -2.638 0.528 -2.656  -0.14
H -2.894 -1.846 -1.305  0.12
C 1.693 1.888 -3.516  -0.15
H 6.656 -12.038 -2.440  -0.03
H 3.766 2.548 -4.731  0.11
H 1.430 -0.176 -4.146  0.12
Cl 2.056 -3.617 0.813  0.54
C -3.785 -1.308 0.587  -0.15
C 9.887 -8.801 -2.015  -1.54
S -3.206 2.839 1.270  0.91
Cl 11.315 -8.603 -3.030  0.54
H -4.791 -1.531 0.187  0.13
H 10.196 -8.751 -0.978  0.01
O -1.361 5.419 -6.012  -0.04
H 5.857 -2.662 -1.750  0.00
Cl -13.018 -0.232 -1.727  0.52
H -8.187 -1.562 4.479  0.03
H -1.265 -1.234 1.744  0.03
H -0.369 -4.102 9.638  0.02
H -2.995 -2.358 3.225  0.10
C -2.186 4.314 1.607  -0.48
C -2.732 1.630 -6.308  -0.44
Cl 7.783 0.196 0.395  0.55
Cl -3.496 -0.257 9.398  0.53
H -3.283 7.538 0.933  0.07
Cl -1.966 -3.068 11.003  0.53
C -2.136 1.388 1.492  -1.01
Cl 0.371 2.264 5.882  0.57
H -10.852 -0.911 -2.302  0.01
C -2.277 1.190 -4.924  -0.02
Cl 4.904 6.571 -1.844  0.61
Cl 4.519 -11.157 -2.060  0.51
Cl 8.765 -6.821 1.517  0.52
O -2.891 3.292 -7.780  -0.05
Cl 1.914 5.810 0.394  0.49
C 7.862 -5.669 2.505  -1.56
Cl 1.166 -0.333 4.862  0.64
C -2.321 -1.623 3.683  -0.18
H 10.993 -3.131 -4.975  0.02
C 2.465 7.479 0.212  -1.57
C -0.195 0.673 5.375  -1.43
Cl -1.126 5.432 5.533  0.52
C -2.882 -0.978 -0.626  -0.24
Cl -8.192 -0.434 2.426  0.50
Cl -5.993 -1.861 3.693  0.58
Cl 6.170 4.991 0.234  0.56
H -6.126 0.739 -5.804  0.11
C -10.856 2.357 1.941  -1.52
C -4.644 0.125 8.122  -1.51
H -0.707 4.785 -6.319  0.08
C 3.430 -5.529 6.184  -1.54
C -3.179 0.965 -3.851  -0.06
Cl 9.431 -0.185 -1.958  0.55
Cl 5.260 -13.910 -2.614  0.53
C -3.501 0.208 -1.456  -0.09
H 1.298 0.011 -2.354  0.03
Cl -12.088 -2.897 -2.407  0.53
Cl 1.208 8.485 -0.512  0.54
C 5.645 5.019 -1.448  -1.40
C -0.906 1.015 -4.760  0.08
C 1.259 -2.932 -0.601  -1.43
H -0.976 -2.629 6.569  -0.05
H -2.197 6.583 -7.461  0.14
H 5.010 2.732 -3.530  0.02
H 6.517 4.885 -2.080  0.03
H -0.228 1.199 -5.588  0.15
Cl 5.092 -5.036 5.859  0.51
Cl 2.930 -5.022 7.799  0.53
N -1.314 0.372 -2.529  0.22
Cl 9.138 -10.376 -2.294  0.54
O -3.552 1.077 -6.934  0.20
Cl 4.842 -4.278 -0.402  0.54
O 5.945 0.412 -4.768  -0.34
H -1.661 -4.013 5.675  0.08
C -1.715 -0.692 2.587  -0.24
Cl 0.987 4.730 3.658  0.49

Properties
- maximum force (eV/Å) = 5.9
- charge = +1
- DFT total energy (Eh) = -27504.02552

=====

2.
The following is a quantum chemistry calculation of a cluster of 5 separate species, C42H62B2BrIN4O14P in total, from the OMol25 dataset.

Each line ends with the Löwdin charge.
Geometry (Å):
H 2.966 -0.340 2.097  0.13
H -4.183 -1.878 -2.690  0.06
C -1.971 2.866 4.134  -0.02
H 5.318 7.640 2.639  0.10
H 5.644 2.820 -8.459  0.12
O 3.112 0.190 -1.584  0.00
C -1.651 0.912 2.559  -0.28
C 0.441 -1.329 -2.320  -0.19
C -1.129 2.628 10.088  -0.16
C -0.564 -6.654 1.296  -0.47
C -1.820 1.278 10.147  -0.08
H -1.917 3.935 4.428  0.11
C -0.094 2.415 9.005  -0.16
C 4.166 1.449 -7.583  -0.08
H -5.412 1.417 -2.424  0.11
H -2.397 -2.435 -7.602  0.10
C -3.251 1.521 0.208  -0.03
C -1.663 0.777 8.731  -0.49
H -3.206 2.068 -2.915  0.10
H 2.841 0.984 0.772  0.11
C -0.130 -3.210 0.523  -0.13
C -2.540 1.875 5.049  -0.02
H -1.592 0.680 -2.115  0.11
H 1.465 0.329 -5.072  0.02
C -1.501 2.359 2.839  -0.01
C 4.604 2.796 -8.133  -0.16
O -3.543 -1.572 0.100  -0.28
H 2.346 -1.070 -4.199  0.08
C 3.624 3.065 1.920  -0.16
N 0.716 -0.565 0.131  0.13
H -0.901 -7.514 3.961  0.12
C -4.387 -1.819 -6.970  -0.17
H 4.642 0.619 -8.110  0.14
O 0.676 -6.587 1.846  0.02
H -2.908 2.141 6.071  0.11
N 1.115 0.821 1.959  0.18
H -3.903 0.807 0.788  0.12
H 3.433 4.080 -9.437  0.13
H 3.941 2.557 -10.195  0.13
C 4.182 4.230 2.801  -0.19
H -4.474 -1.539 -0.211  0.07
C 5.214 6.494 4.525  -0.07
H -3.040 -0.247 5.313  0.12
C -0.534 -8.128 3.134  -0.16
H 0.778 1.893 -0.859  0.13
O 2.404 2.386 -8.830  0.04
H 4.437 2.816 1.177  0.13
H -4.552 -3.852 -6.209  0.13
B 0.922 -2.018 0.483  -0.44
H 4.977 5.039 6.175  0.10
P -2.587 -1.390 -1.285  0.97
C 0.120 -0.273 -1.189  -0.34
H -2.172 -3.514 1.290  0.07
C 4.871 5.176 5.074  -0.09
H -2.870 1.375 10.413  0.13
H -1.310 -8.646 1.167  0.14
C 0.113 -0.846 -3.800  -0.61
H -1.844 3.393 9.773  0.12
C 3.284 1.759 2.761  -0.16
H -0.953 -3.786 2.564  0.08
H 1.443 -7.360 3.610  0.13
O 1.868 0.708 -7.422  0.10
O -0.687 1.479 8.089  0.01
O -2.273 -0.128 8.235  0.11
H 1.529 -1.630 -2.339  0.12
H 5.593 7.320 5.167  0.10
C -1.764 1.075 0.075  -0.25
O -5.423 -4.617 -8.819  0.13
O 2.273 -2.366 0.814  0.10
O -3.563 -1.127 -2.643  -0.32
C 4.376 4.080 4.260  -0.05
C -1.441 0.118 -1.144  -0.25
C 2.688 1.447 -7.894  -0.48
N -2.204 -0.003 3.387  0.14
H 0.820 1.433 2.724  0.14
Br -1.012 -2.272 -4.669  0.70
H 0.299 1.570 -2.550  0.11
H -0.119 -2.296 -2.200  0.05
H 4.252 1.373 3.171  0.13
H 4.474 3.565 -7.366  0.12
H 4.460 5.769 1.146  0.11
H 2.812 -2.406 0.000  0.12
H -0.690 -3.396 -0.426  0.07
O -3.388 2.692 -2.182  0.10
H 0.426 -4.164 0.731  0.09
N -1.164 0.430 1.280  0.06
C -4.848 -3.696 -8.316  -0.48
C 0.228 0.252 1.190  -0.20
H -1.060 3.069 2.093  0.12
H -2.355 -7.535 2.108  0.13
H 0.831 1.982 9.394  0.13
C -1.214 -3.103 1.704  -0.09
C 4.560 5.536 2.237  -0.04
H 0.143 3.339 8.478  0.12
H 2.618 2.069 3.611  0.11
H 4.343 1.376 -6.510  0.09
O -5.284 1.390 -1.456  0.13
C -3.319 -2.025 -8.022  -0.17
H -1.157 2.014 -0.122  0.15
H -0.510 0.074 -3.866  0.08
C -2.606 0.491 4.589  -0.09
H 2.719 3.427 1.359  0.12
H -3.085 -1.103 -8.553  0.13
H -1.314 -2.071 2.115  0.03
H -0.699 2.944 11.038  0.12
H -3.987 -1.483 -6.012  0.09
H -1.312 0.589 10.825  0.14
H 1.418 -8.474 2.228  0.13
C 0.820 1.107 -1.673  -0.10
H -3.285 2.479 0.814  0.13
H -6.113 -3.102 -6.673  0.13
C 1.416 -0.740 -4.722  -0.15
H -5.107 -1.072 -7.315  0.12
I 3.145 2.367 -3.536  0.83
C 2.334 0.960 -2.045  -0.78
H -0.587 -9.172 3.442  0.12
C 5.059 6.640 3.071  -0.08
O -0.955 -5.905 0.445  0.11
C 0.863 -7.688 2.748  -0.15
C 3.618 3.021 -9.260  -0.15
O -3.870 -2.983 -8.937  0.03
H 4.152 3.121 4.789  0.09
C -1.330 -7.817 1.878  -0.07
B -3.995 1.889 -1.168  -0.57
C -5.054 -3.181 -6.910  -0.08
C 2.598 0.672 1.815  -0.09
H 1.238 -1.328 -5.663  0.05

Properties
- maximum force (eV/Å) = 3.3
- charge = +1
- DFT total energy (Eh) = -6172.64722